10
Properties=species:S:1:pos:R:3:forces:R:3 method="wB97M-V/def2-TZVPD" smiles=c1noc2nn[nH]c12 e_tot_ev=-11146.569 total_charge=0 de_lowest_kj_mol=260.8 orbital_gap_ha=0.3800 lumo_energy_ev=0.3
C -0.74135 0.24459 -1.23209 -1.140 -2.973 -2.439
N -1.02225 1.44435 -0.97528 -1.168 2.254 -1.215
O -0.54715 1.77288 0.22112 0.407 1.302 2.459
C 0.06108 0.67553 0.74341 -2.471 3.476 2.156
N 0.65827 0.36247 1.91010 2.423 -1.889 -3.409
N 1.26692 -0.80673 1.50170 -1.669 -0.302 1.154
N 0.69634 -1.19526 0.30865 1.915 0.571 4.160
C -0.10558 -0.30800 -0.11366 -0.800 1.034 -2.562
H -1.14323 -0.23349 -2.16831 0.747 0.673 1.149
H 0.87693 -1.95633 -0.19564 1.757 -4.147 -1.453


16
Properties=species:S:1:pos:R:3:forces:R:3 method="wB97M-V/def2-TZVPD" e_tot_ev=-10443.037 total_charge=0 de_lowest_kj_mol=356.0 orbital_gap_ha=0.3842 lumo_energy_ev=1.0
C -2.07284 0.35936 -0.09501 -0.376 0.873 -0.631
C -0.64944 -0.14364 -0.29734 -1.737 -1.806 0.294
C 0.04629 -1.10489 0.57236 0.630 -0.368 -1.141
C 1.53373 -0.73494 0.26571 0.011 0.331 1.196
C 1.33852 0.84577 0.43327 1.539 0.437 -0.233
C 0.53482 0.53698 -0.90083 1.824 1.027 0.279
H -2.49003 0.96904 -0.98245 0.834 -1.074 1.170
H -2.71261 -0.55311 0.03067 0.525 1.015 0.078
H -2.13591 1.04206 0.78315 -0.080 -0.593 -0.468
H -0.19628 -1.52056 1.52138 -0.639 -0.138 0.532
H 2.40329 -1.43563 0.60737 -1.649 1.594 -0.441
H 2.30657 1.41124 0.31487 -1.076 -0.510 -0.093
H 0.76208 1.23014 1.27491 0.055 -0.058 0.106
H 0.45230 1.17146 -1.79855 -0.126 -0.030 0.702
O -0.60623 -1.55976 -0.61485 -0.181 -0.076 0.452
O 1.48572 -0.51351 -1.11467 0.444 -0.623 -1.803


162
Properties=species:S:1:pos:R:3:forces:R:3 method="wB97M-V/def2-TZVPD" s2=3.762 e_tot_ev=-111769.968 multiplicity=4 total_charge=0 orbital_gap_ha="0.2970 / 0.3077" lumo_energy_ev="-0.2 / -0.2"
C -10.34921 1.19988 -0.30757 0.002 -0.382 -0.137
C -10.33778 -0.08088 -1.13944 0.076 0.100 0.450
C -9.14431 -0.98764 -0.80227 -0.299 -0.112 -0.638
C -7.95139 -0.80801 -1.75055 0.127 0.529 0.201
C -6.90907 0.21643 -1.29811 0.069 -0.479 0.051
C -6.19966 -0.16378 -0.00401 -0.604 0.547 0.172
C -5.15915 0.87259 0.44316 -0.208 -0.525 0.241
C -3.74197 0.46859 0.10374 -0.513 0.153 -0.389
N -3.45687 0.41906 -1.36569 0.823 0.312 0.304
C -3.00283 1.72182 -1.90043 -0.875 0.047 -0.179
C -4.15045 2.71471 -2.07421 0.204 0.268 0.767
C -3.80727 3.80358 -3.07760 0.220 -0.226 -0.425
C -4.12773 3.47060 -4.54386 0.005 0.518 0.366
C -5.50061 2.87076 -4.81086 0.359 -0.214 -1.166
C -5.55205 2.21740 -6.21741 -0.208 -0.395 0.938
C -6.29832 0.88628 -6.17759 0.240 -0.038 -0.644
C -6.29815 0.22015 -7.55766 -0.504 0.572 0.278
C -2.47267 -0.56258 -1.52762 -0.207 -0.293 -0.263
S -0.86789 -0.32811 -1.53312 0.383 0.090 0.053
S -3.07990 -2.20411 -1.66130 0.085 -0.348 0.129
C -4.41974 -2.06888 -2.85949 -0.335 0.050 -0.160
C -4.03158 -1.69564 -4.30302 0.013 -0.320 0.239
C -2.56464 -1.89369 -4.65116 -0.352 0.393 -0.301
P -2.13433 -1.46236 -6.39023 0.889 -0.453 -0.444
Cl -3.90020 -1.49639 -7.48097 0.505 -0.307 0.457
C -1.84118 0.35967 -6.18063 -0.428 0.011 0.156
F -2.56247 0.83530 -5.06334 0.082 0.022 -0.105
C -0.34506 0.67376 -6.03408 -0.338 0.359 0.195
C -0.01697 1.45512 -4.76487 0.320 -0.612 -0.173
H -10.46062 0.92089 0.73750 -0.046 0.111 0.196
H -9.41318 1.74236 -0.39891 0.048 0.236 -0.088
H -11.18523 1.83361 -0.58657 -0.016 0.234 0.013
H -10.35470 0.14297 -2.20395 0.002 0.028 -0.150
H -11.25920 -0.61331 -0.91215 -0.149 -0.102 -0.089
H -9.48037 -2.01724 -0.90185 0.007 -0.178 0.194
H -8.88122 -0.81387 0.23730 0.158 -0.192 0.166
H -7.44651 -1.75373 -1.94416 -0.032 -0.178 0.040
H -8.35482 -0.44928 -2.69569 0.035 -0.189 -0.300
H -6.14874 0.32028 -2.07107 -0.052 0.225 -0.219
H -7.40761 1.17529 -1.16340 0.126 0.252 -0.049
H -6.96704 -0.19465 0.76743 -0.042 -0.173 0.182
H -5.79455 -1.17377 -0.06642 0.249 -0.060 -0.063
H -5.21214 0.95613 1.52879 0.130 0.034 0.148
H -5.43940 1.84600 0.06122 0.091 0.214 -0.146
H -3.59789 -0.53211 0.50001 0.109 -0.126 0.063
H -3.00182 1.11864 0.57706 0.113 0.119 -0.026
H -2.28164 2.19221 -1.23455 0.439 -0.138 -0.037
H -2.56049 1.52847 -2.87406 0.216 -0.026 0.018
H -4.28366 3.20405 -1.11154 -0.198 0.068 0.177
H -5.08172 2.20170 -2.27472 -0.131 -0.046 -0.232
H -2.72731 3.95577 -3.02297 0.135 0.188 0.062
H -4.24148 4.75926 -2.79797 -0.316 0.037 0.090
H -3.32827 2.85261 -4.94834 -0.199 -0.184 0.017
H -4.08314 4.41253 -5.09031 0.165 0.092 -0.198
H -5.75620 2.08323 -4.10976 -0.078 0.071 0.315
H -6.24658 3.66052 -4.79068 -0.266 -0.002 0.429
H -6.01573 2.88103 -6.94195 0.144 0.110 -0.244
H -4.53454 1.96824 -6.50948 0.174 0.245 -0.343
H -5.77430 0.22233 -5.49014 -0.140 0.078 0.209
H -7.31333 1.04211 -5.81684 -0.149 -0.128 0.134
H -5.32588 0.37124 -8.01725 -0.200 0.045 -0.185
H -7.06037 0.67907 -8.18200 -0.089 0.022 -0.215
H -6.49152 -0.84584 -7.48928 -0.113 -0.080 -0.086
H -5.20833 -1.42112 -2.48980 0.102 0.127 0.060
H -4.85401 -3.06498 -2.87908 0.090 -0.259 0.224
H -4.59087 -2.36109 -4.95501 -0.273 0.030 -0.116
H -4.36441 -0.69128 -4.54100 0.218 0.150 0.126
H -2.24577 -2.91113 -4.45264 0.027 -0.208 -0.087
H -1.92453 -1.24067 -4.06026 0.131 0.019 0.108
H -2.25724 0.88788 -7.03415 -0.103 -0.021 -0.167
H 0.22443 -0.25024 -6.08105 0.211 -0.052 0.020
H -0.06017 1.29988 -6.87419 0.153 -0.174 -0.300
H -0.29767 0.87896 -3.88832 -0.138 0.200 0.185
H 1.06130 1.58036 -4.72615 0.150 0.182 0.054
H -0.48884 2.42987 -4.76561 -0.147 0.131 0.153
C -0.79616 -0.46929 2.57044 -0.112 -0.082 0.142
C 0.51800 0.27333 2.87528 -0.955 -0.749 -0.855
C 1.59440 -0.72586 3.28823 0.313 -0.077 0.386
C 1.35643 -1.32864 4.66644 -0.065 -0.020 0.057
C 1.19206 -0.22953 5.71498 0.413 -0.154 -0.301
C 0.15526 0.83877 5.34905 -1.192 -0.324 0.751
N 0.31738 1.30835 3.93507 1.981 -0.181 0.402
O 1.25853 2.19324 3.87122 -0.462 0.368 -0.192
C -1.26858 0.29811 5.58059 -0.062 -0.157 -0.187
C 0.29979 2.01674 6.30508 0.262 0.320 -0.100
C 0.93159 0.93027 1.56822 0.346 0.500 -0.064
H -0.70051 -1.01378 1.63001 0.083 0.077 -0.049
H -1.06841 -1.20809 3.31992 0.007 0.057 0.031
H -1.62269 0.23411 2.46350 -0.009 0.035 0.024
H 2.56958 -0.22636 3.29103 -0.044 0.092 0.012
H 1.65629 -1.51822 2.53806 -0.088 0.043 -0.079
H 0.48162 -1.98598 4.65890 -0.039 0.049 -0.037
H 2.20776 -1.95743 4.93040 0.005 0.020 0.050
H 0.92308 -0.67407 6.67562 -0.094 0.094 0.036
H 2.16402 0.25285 5.86086 -0.021 0.068 -0.075
H -2.01303 0.99567 5.19370 0.012 0.002 -0.036
H -1.44799 0.18084 6.64912 0.090 0.065 0.034
H -1.44622 -0.67730 5.13486 0.017 0.035 -0.039
H 1.31272 2.41285 6.31758 -0.019 0.028 -0.108
H 0.06287 1.68624 7.31600 -0.055 -0.092 -0.012
H -0.38171 2.82675 6.04118 0.001 -0.011 -0.025
H 0.21053 1.68232 1.24251 -0.014 -0.002 0.040
H 1.00562 0.17994 0.78137 -0.123 -0.146 0.093
H 1.90916 1.40384 1.64736 -0.058 0.095 0.085
C 7.57300 -3.61497 6.35982 0.131 0.167 0.068
C 6.48485 -3.20481 5.34939 0.769 -0.934 0.814
C 7.06893 -3.19665 3.93709 0.052 0.355 -0.322
C 8.04595 -2.04577 3.70388 -0.064 0.036 0.088
C 7.39231 -0.70533 4.03919 -0.060 -0.368 -0.392
C 6.73691 -0.65395 5.42084 0.896 0.756 0.968
N 5.90391 -1.86940 5.69120 -0.419 0.136 -2.021
O 4.74614 -1.74293 5.13098 -0.276 0.020 0.562
C 7.81277 -0.48618 6.51067 0.115 -0.210 0.034
C 5.87157 0.59837 5.50938 -0.415 -0.041 -0.125
C 5.40977 -4.27930 5.45582 -0.421 0.108 -0.136
H 7.78343 -4.67923 6.25793 -0.099 -0.027 -0.056
H 8.52284 -3.10685 6.21673 -0.043 0.043 0.011
H 7.23930 -3.43925 7.38320 -0.016 0.028 -0.004
H 6.25427 -3.12138 3.20887 -0.079 0.034 0.089
H 7.56337 -4.15209 3.74999 -0.027 -0.051 0.093
H 8.95622 -2.18556 4.29271 -0.017 -0.017 0.027
H 8.36058 -2.04185 2.65806 0.015 0.009 -0.002
H 8.13212 0.09501 3.97068 -0.031 0.063 0.093
H 6.63490 -0.49100 3.27939 -0.080 -0.016 0.087
H 7.37322 -0.58649 7.50376 -0.015 -0.033 -0.001
H 8.25321 0.50816 6.44222 -0.085 0.046 -0.065
H 8.63778 -1.18908 6.42704 -0.049 -0.028 0.005
H 5.13977 0.65170 4.70546 -0.046 -0.085 0.045
H 6.50880 1.47863 5.43182 0.096 -0.032 0.022
H 5.33910 0.64470 6.46042 0.005 -0.024 0.002
H 4.95833 -4.28491 6.44903 -0.001 0.027 0.000
H 5.86017 -5.25543 5.28026 0.108 0.012 0.026
H 4.61950 -4.14626 4.71993 -0.013 0.097 0.047
C 3.49403 0.90596 -1.31012 0.084 0.247 0.110
C 4.33586 -0.34704 -1.60927 -1.285 0.771 0.129
C 4.47951 -1.18484 -0.34025 0.361 -0.148 0.271
C 5.39072 -0.53896 0.69863 0.048 0.076 -0.095
C 6.75660 -0.21331 0.09237 -0.262 -0.451 0.120
C 6.68846 0.58553 -1.21440 0.274 1.405 0.345
N 5.67431 0.02184 -2.16177 0.657 -1.808 0.722
O 6.17925 -0.98154 -2.80262 -0.095 0.360 -0.482
C 6.38164 2.06472 -0.91179 -0.230 0.023 0.072
C 8.06532 0.58384 -1.86745 0.106 -0.317 -0.262
C 3.53354 -1.12910 -2.63968 0.170 -0.335 -0.384
H 2.45184 0.62369 -1.16835 -0.031 -0.119 -0.057
H 3.78154 1.42992 -0.40217 0.055 -0.008 -0.032
H 3.53244 1.61393 -2.13949 0.050 -0.020 -0.022
H 4.88183 -2.16942 -0.60047 0.040 0.040 -0.107
H 3.48914 -1.35802 0.08750 -0.065 0.064 -0.080
H 4.93008 0.36331 1.11121 -0.022 0.006 -0.020
H 5.52037 -1.22285 1.54016 -0.024 0.005 0.011
H 7.35876 0.34306 0.81486 0.054 0.079 -0.074
H 7.28595 -1.15408 -0.09238 -0.027 0.003 -0.119
H 6.19363 2.61457 -1.83470 -0.030 -0.020 -0.015
H 7.23859 2.52507 -0.42023 0.077 -0.083 -0.030
H 5.53565 2.21177 -0.24542 -0.019 -0.028 -0.046
H 8.44507 -0.42360 -2.02273 -0.088 -0.012 -0.076
H 8.76857 1.10477 -1.21818 -0.060 0.060 0.065
H 8.04610 1.09470 -2.83082 -0.028 -0.005 0.000
H 3.42793 -0.56661 -3.56928 0.042 0.027 0.011
H 2.53397 -1.32421 -2.25034 -0.008 0.105 0.101
H 3.97989 -2.09261 -2.87703 0.129 0.068 -0.013